i:
# C4H5N2O2S

The ion C4H5N2O2S with charge -1 (the ωB97M-V functional and the def2-TZVPD basis, the OMol25 dataset).

* HOMO level: -4.22 eV
* SMILES: C=C(C)C(=O)OSN=[N-]

ORCA input file:
```
! wB97M-V def2-TZVPD RIJCOSX def2/J DEFGRID3
* xyz -1 1
C 0.572 1.301 0.036
C 1.033 0.016 0.011
C 2.296 -0.548 -0.165
C -0.045 -1.198 0.034
O 0.271 -2.265 0.510
O -1.197 -1.097 -0.507
S -3.023 -0.138 -0.302
N -4.099 0.811 0.145
N -4.792 1.645 0.508
H 1.151 2.278 0.110
H -0.521 1.540 0.090
H 2.521 -1.134 -1.029
H 2.667 -1.352 0.594
H 3.167 0.140 -0.035
*
```

=====

ii:
# C4H5N2O2S

The ion C4H5N2O2S with charge -1 (the ωB97M-V functional and the def2-TZVPD basis, the OMol25 dataset).

* HOMO level: -3.20 eV

ORCA input file:
```
! wB97M-V def2-TZVPD RIJCOSX def2/J DEFGRID3
* xyz -1 1
C 1.391 1.849 0.709
C 0.099 0.526 -0.455
C 0.204 1.760 -1.054
C -0.680 -0.719 -0.818
N 0.998 2.597 -0.330
N 0.858 0.620 0.704
O 0.851 1.150 -3.344
O -1.592 1.416 -2.955
S -0.213 2.048 -2.875
H 2.244 2.143 1.252
H -0.175 -0.983 -1.773
H -0.555 -1.451 -0.096
H -1.719 -0.647 -0.785
H 1.026 -0.028 1.408
*
```

=====

It turns out ii is the most stable, with the second structure 28.3 kcal/mol higher.

=====

i:
# C5H14N2O

A cluster of 2 separate species, C5H14N2O in total (the ωB97M-V functional and the def2-TZVPD basis, the OMol25 dataset).

* ⟨S²⟩: 0.754
* HOMO level (spin up / spin down): -13.74 / -13.73 eV

ORCA input file:
```
! wB97M-V def2-TZVPD RIJCOSX def2/J DEFGRID3
* xyz 1 2
C -1.242 -1.407 1.409
O -1.748 -2.568 1.840
C -0.856 -0.386 2.522
N -0.225 0.823 1.898
H -0.304 -1.586 0.873
H -1.900 -0.855 0.709
H -1.721 -0.039 3.082
H -0.121 -0.869 3.164
H -0.908 1.377 1.390
H 0.143 1.443 2.611
C -0.109 0.416 -3.343
C 0.276 -0.026 -1.972
C 1.218 0.609 -1.292
N 1.628 0.242 0.069
H 0.281 1.413 -3.547
H 0.270 -0.236 -4.133
H -1.190 0.451 -3.495
H -0.292 -0.840 -1.540
H 1.708 1.492 -1.676
H 0.773 0.509 0.934
H 1.887 -0.739 0.117
H 2.432 0.775 0.381
*
```

=====

ii:
# C5H14N2O

The ion C5H14N2O with charge +1 (the ωB97M-V functional and the def2-TZVPD basis, the OMol25 dataset).

* ⟨S²⟩: 0.756
* HOMO level (spin up / spin down): -12.77 / -12.75 eV

ORCA input file:
```
! wB97M-V def2-TZVPD RIJCOSX def2/J DEFGRID3
* xyz 1 2
C 2.066 0.159 0.852
O 2.346 0.597 2.149
C 0.535 0.516 0.765
C -0.111 -0.776 0.150
C -1.605 -0.363 -0.166
C -2.169 -1.265 -1.175
N -1.338 -0.784 -2.455
N 0.239 1.758 0.093
H 2.617 0.635 0.082
H 2.499 -0.887 0.742
H 0.243 0.684 1.797
H 0.067 -1.677 0.639
H 0.347 -1.011 -0.750
H -1.752 0.697 -0.450
H -2.195 -0.564 0.791
H -3.308 -1.286 -1.377
H -1.836 -2.214 -1.080
H -2.006 -0.733 -3.292
H -0.881 0.020 -2.226
H 3.239 0.891 2.318
H -0.098 1.750 -0.944
H -0.300 2.474 0.541
*
```

=====

It turns out i is the most stable, with the second structure 49.3 kcal/mol higher.

=====

i:
# C9H19P

A cluster of 2 separate species, C9H19P in total (the ωB97M-V functional and the def2-TZVPD basis, the OMol25 dataset).

* HOMO level (spin up / spin down): -8.12 / -7.60 eV

ORCA input file:
```
! wB97M-V def2-TZVPD RIJCOSX def2/J DEFGRID3
* xyz 0 1
C 0.465 0.013 -0.134
C -0.358 -0.969 -0.319
C 2.607 1.211 -0.621
C 2.741 -1.182 -0.811
C 2.437 -0.205 1.444
C -2.254 1.446 -0.622
C -2.950 0.002 1.429
C 2.052 -0.056 -0.057
C -2.716 0.109 -0.054
P -3.401 -1.148 -1.163
H 0.108 1.000 0.302
H -0.278 -1.910 -0.818
H 3.767 1.246 -0.342
H 2.407 1.209 -1.643
H 2.220 2.158 -0.114
H 2.388 -1.133 -1.970
H 2.446 -2.060 -0.432
H 3.773 -1.003 -0.881
H 3.461 0.326 1.582
H 2.606 -1.229 1.742
H 1.771 0.287 2.262
H -2.991 1.930 -1.325
H -1.407 1.285 -1.295
H -2.085 2.143 0.129
H -2.828 0.942 1.795
H -2.182 -0.686 1.765
H -3.860 -0.442 1.453
H -4.736 -0.970 -0.824
H -3.204 -2.315 -0.475
*
```

=====

ii:
# C9H19P

An isolated molecule of C9H19P (the ωB97M-V functional and the def2-TZVPD basis, the OMol25 dataset).

* HOMO level (spin up / spin down): -6.94 / -7.11 eV
* SMILES: CC(C)=[PH2]/C=C/C(C)(C)C

ORCA input file:
```
! wB97M-V def2-TZVPD RIJCOSX def2/J DEFGRID3
* xyz 0 1
C 3.828 1.404 -1.814
C 2.495 1.965 -1.993
C 1.822 1.742 -3.332
P 1.239 1.473 -0.569
C -0.244 0.514 0.608
C -0.440 -0.762 0.703
C -1.645 -1.340 1.424
C -2.382 -0.335 2.161
C -1.205 -2.279 2.527
C -2.498 -2.006 0.345
H 4.092 0.987 -0.868
H 4.429 2.267 -2.005
H 4.082 0.734 -2.625
H 1.628 2.747 -3.782
H 0.993 1.241 -2.941
H 2.340 1.140 -4.150
H 0.078 2.256 -1.018
H 1.469 2.455 0.363
H -0.873 1.306 1.139
H 0.122 -1.370 0.030
H -2.802 0.503 1.397
H -3.239 -0.767 2.731
H -1.841 0.070 2.896
H -0.635 -3.094 2.240
H -2.088 -2.659 3.070
H -0.566 -1.785 3.307
H -2.858 -1.221 -0.321
H -3.305 -2.590 0.794
H -1.995 -2.596 -0.318
*
```

=====

It turns out ii is the most stable, with the second structure 4.7 kcal/mol higher.

=====

i:
# C4H10S

A cluster of 2 separate species, C4H10S in total (the ωB97M-V functional and the def2-TZVPD basis, the OMol25 dataset).

* ⟨S²⟩: 0.754
* HOMO level (spin up / spin down): -14.52 / -14.33 eV

ORCA input file:
```
! wB97M-V def2-TZVPD RIJCOSX def2/J DEFGRID3
* xyz 1 2
C 0.096 0.120 -2.990
C 0.968 0.462 -2.054
H -0.311 0.860 -3.665
H -0.151 -0.922 -3.169
H 1.297 1.485 -1.925
H 1.485 -0.284 -1.451
C -0.071 0.433 2.504
C -0.450 -0.761 1.633
S -1.528 -0.172 0.245
H 0.765 0.991 2.092
H -0.890 1.143 2.613
H 0.177 0.095 3.511
H -1.056 -1.477 2.191
H 0.366 -1.286 1.149
H -0.697 -0.686 -0.685
*
```

=====

ii:
# C4H10S

The ion C4H10S with charge +1 (the ωB97M-V functional and the def2-TZVPD basis, the OMol25 dataset).

* ⟨S²⟩: 0.753
* HOMO level (spin up / spin down): -15.66 / -15.66 eV

ORCA input file:
```
! wB97M-V def2-TZVPD RIJCOSX def2/J DEFGRID3
* xyz 1 2
C 1.040 1.457 -0.514
C 1.054 -0.074 -0.777
C -0.214 -0.817 -0.395
C -0.685 -0.496 1.019
S -2.463 -0.058 1.236
H 0.038 1.856 -0.683
H 1.351 1.668 0.504
H 1.662 1.973 -1.239
H 1.872 -0.434 -0.154
H 1.242 -0.247 -1.833
H -0.073 -1.901 -0.328
H -1.039 -0.721 -1.103
H -0.251 0.393 1.488
H -0.581 -1.288 1.763
H -2.953 -1.312 1.016
*
```

=====

It turns out ii is the most stable, with the second structure 15.5 kcal/mol higher.

=====

i:
# C4H8S2

A cluster of 2 separate species, C4H8S2 in total (the ωB97M-V functional and the def2-TZVPD basis, the OMol25 dataset).

* HOMO level: -8.51 eV
* SMILES: C=CS.C=CS

ORCA input file:
```
! wB97M-V def2-TZVPD RIJCOSX def2/J DEFGRID3
* xyz 0 1
C -2.361 1.257 -0.814
C -1.618 0.706 0.161
S -2.015 -0.982 0.613
H -2.161 2.270 -1.214
H -3.252 0.886 -1.071
H -0.758 1.110 0.588
H -1.071 -1.095 1.565
C 1.269 -1.224 -0.199
C 1.732 0.023 -0.440
S 2.725 0.906 0.702
H 0.637 -1.890 -0.805
H 1.447 -1.830 0.738
H 1.689 0.560 -1.352
H 2.336 0.271 1.802
*
```

=====

ii:
# C4H8S2

An isolated molecule of C4H8S2 (the ωB97M-V functional and the def2-TZVPD basis, the OMol25 dataset).

* HOMO level: -8.89 eV
* SMILES: SCC1(S)CC1

ORCA input file:
```
! wB97M-V def2-TZVPD RIJCOSX def2/J DEFGRID3
* xyz 0 1
S -2.564 0.604 0.273
C -1.159 -0.006 -0.692
C 0.192 0.298 -0.017
S 0.793 1.938 0.198
C 0.756 -0.753 1.045
C 1.296 -0.752 -0.350
H -1.938 0.709 1.501
H -1.207 0.457 -1.655
H -1.316 -1.051 -0.822
H 0.705 2.238 -1.115
H 1.260 -0.320 1.897
H -0.056 -1.524 1.248
H 2.238 -0.313 -0.494
H 0.999 -1.524 -1.018
*
```

=====

It turns out ii is the most stable, with the second structure 24.0 kcal/mol higher.

=====

i:
# CH5N3

An isolated molecule of CH5N3 (the ωB97M-V functional and the def2-TZVPD basis, the OMol25 dataset).

* HOMO level: -9.13 eV
* SMILES: [H]/N=C\NN

ORCA input file:
```
! wB97M-V def2-TZVPD RIJCOSX def2/J DEFGRID3
* xyz 0 1
H 2.175 -1.052 0.237
N 2.039 -0.011 -0.001
C 0.776 0.366 -0.002
N -0.270 -0.442 0.082
N -1.624 -0.034 -0.001
H 0.541 1.482 -0.036
H -0.258 -1.381 -0.417
H -1.606 0.604 -0.724
H -1.772 0.469 0.863
*
```

=====

ii:
# CH5N3

A structure of composition CH5N3 (the ωB97M-V functional and the def2-TZVPD basis, the OMol25 dataset).

* HOMO level: -10.18 eV

ORCA input file:
```
! wB97M-V def2-TZVPD RIJCOSX def2/J DEFGRID3
* xyz 0 1
C 0.136 -1.611 -0.063
N -0.180 -1.775 -1.284
N -3.105 -0.673 -0.339
N -3.671 0.199 0.070
H 3.385 4.817 1.257
H 0.892 -2.083 0.628
H -0.717 -1.298 0.490
H 2.680 4.537 1.086
H 0.580 -2.114 -1.845
*
```

=====

It turns out ii is the most stable, with the second structure 11.2 kcal/mol higher.